(1)
A 2-piece molecular cluster, C3H5PS overall, computed with wB97M-V/def2-TZVPD.

Orbital gap: 8.60 eV
Energy above the lowest of the compared OMol25 structures with the same formula, charge and spin: 247.7 kJ/mol
HOMO: -8.26 eV

Each line ends with the Mulliken charge.
CARTESIAN COORDINATES (ANGSTROEM)
C  0.770582  -1.440584  -0.207015  -0.103
C  0.272283  1.024938  0.468640  -0.670
C  -1.021769  0.416327  -0.161760  -0.515
P  1.744625  -0.122250  -0.082322  -0.084
S  -0.980149  -1.441020  -0.065037  -0.075
H  1.376192  -2.791204  -0.871268  0.241
H  0.687541  2.075255  0.175595  0.307
H  0.253159  1.013373  1.606548  0.275
H  -2.054738  0.716932  0.321754  0.294
H  -1.047729  0.548230  -1.185132  0.330

Cartesian forces, eV/Å:
0.8 -4.4 -2.5
1.1 0.2 0.6
-1.1 0.2 3.1
-0.5 0.7 0.5
1.1 0.5 0.3
-1.8 4.0 2.2
-1.6 -1.7 0.2
-0.1 0.0 -1.3
2.2 -0.3 -0.9
-0.1 0.8 -2.2


(2)
C39H42N6O4PtSSi as an isolated structure, computed with wB97M-V/def2-TZVPD.

Charge: +2
Orbital gap (alpha / beta): 4.21 / 4.21 eV
HOMO (alpha / beta): -12.79 / -12.79 eV

Each line ends with the Mulliken charge.
CARTESIAN COORDINATES (ANGSTROEM)
Pt  0.810485  1.536196  1.702775  1.267
O  2.016384  -2.041673  5.608484  -0.514
C  1.528937  -2.820014  4.632713  1.047
C  1.741911  -4.199287  4.633061  -0.693
C  1.254073  -4.997573  3.619836  -0.571
C  0.514160  -4.442598  2.576167  -0.736
C  0.296052  -3.086410  2.560168  -0.482
C  0.805838  -2.245712  3.562333  -0.184
C  0.635418  -0.812195  3.361117  0.709
O  0.067606  -0.395908  2.285900  -0.692
N  1.071289  0.059610  4.266781  -1.430
N  1.119401  1.273876  3.815976  1.042
C  1.265129  2.341937  4.519095  -0.407
C  1.368979  3.594707  3.819637  0.828
C  1.698427  4.781791  4.464653  -0.949
C  1.770492  5.952354  3.729800  -0.376
C  1.510758  5.911326  2.366281  -0.998
C  1.180659  4.699271  1.789577  -0.131
N  1.109933  3.574105  2.497226  -0.142
H  2.488423  -2.570255  6.262132  0.362
H  2.303735  -4.636978  5.450275  0.306
H  1.449645  -6.061102  3.639163  0.412
H  0.127254  -5.071871  1.787153  0.468
H  -0.274310  -2.622948  1.765700  0.646
H  1.306559  2.302669  5.601114  0.489
H  1.898391  4.766432  5.527001  0.517
H  2.023963  6.886895  4.211315  0.463
H  1.563363  6.801324  1.756828  0.491
H  0.960386  4.633076  0.732085  0.445
C  3.548028  -0.385865  -1.562072  -0.782
Si  3.438547  0.636691  0.008099  -0.172
C  4.840221  1.841233  0.377034  -1.065
C  3.288991  -0.537478  1.468692  -0.863
N  1.947012  1.639421  -0.030895  0.096
C  1.610482  2.485159  -1.004696  1.255
C  2.516054  2.835679  -2.049323  -0.489
C  2.172713  3.736187  -3.013473  -1.238
C  0.908876  4.348724  -2.990643  -0.666
C  -0.013746  4.030298  -2.008977  -0.804
C  0.306780  3.096208  -1.040028  0.007
O  -0.514873  2.700708  -0.049658  0.966
C  -1.862481  3.081152  0.023173  0.580
C  -2.720723  2.976592  -1.060078  -0.464
C  -4.036026  3.388370  -0.914215  -0.897
C  -4.488411  3.881228  0.301845  -0.677
C  -3.633093  3.924010  1.392541  -0.821
C  -2.316702  3.514266  1.257890  -0.346
H  4.386204  -1.079468  -1.468032  0.427
H  3.711662  0.203325  -2.464424  0.396
H  2.641624  -0.976012  -1.707168  0.100
H  5.730486  1.291939  0.686270  0.398
H  4.552944  2.503911  1.196393  0.337
H  5.116820  2.461315  -0.476137  0.384
H  4.222392  -1.102078  1.534825  0.565
H  2.480721  -1.260048  1.349501  -0.055
H  3.170645  -0.014620  2.420022  0.345
H  3.497192  2.384369  -2.048865  0.386
H  2.878893  3.985587  -3.793254  0.478
H  0.646834  5.077157  -3.745571  0.487
H  -0.980023  4.511012  -1.999758  0.656
H  -2.361727  2.568805  -1.995421  0.676
H  -4.709196  3.329047  -1.758509  0.466
H  -5.509181  4.221917  0.406254  0.455
H  -3.983386  4.293955  2.346301  0.473
H  -1.636348  3.532598  2.101101  0.302
C  -5.306636  -4.387327  -1.263410  -1.360
C  -4.463743  -3.132885  -1.058002  -0.395
C  -3.195321  -3.164842  -1.905686  -0.621
N  -2.471827  -1.902461  -1.769338  0.253
C  -1.231589  -1.698288  -1.358214  -1.073
S  -0.744516  -0.154798  -0.855037  -0.047
N  -0.338138  -2.732173  -1.327720  0.511
C  -0.160739  -3.843651  -2.203289  0.040
O  0.440950  -4.795655  -1.779407  -0.586
C  -0.658040  -3.709973  -3.592671  0.422
C  -1.035887  -4.869658  -4.267512  -0.517
C  -1.482651  -4.797816  -5.575331  -0.630
C  -1.524188  -3.573462  -6.228059  -0.426
C  -1.096383  -2.423475  -5.577533  -0.801
C  -0.665175  -2.487807  -4.263569  0.123
H  -6.184127  -4.359265  -0.619984  0.394
H  -4.736490  -5.284858  -1.021378  0.344
H  -5.646276  -4.463692  -2.296695  0.339
H  -4.185948  -3.038209  -0.005723  0.263
H  -5.052877  -2.250490  -1.325902  0.378
H  -3.449264  -3.324299  -2.956807  0.309
H  -2.553258  -3.983290  -1.584755  0.439
H  -3.047009  -1.075645  -1.818431  0.275
H  0.364678  -2.682909  -0.606480  0.085
H  -0.975451  -5.820392  -3.753648  0.470
H  -1.792030  -5.697041  -6.090378  0.436
H  -1.878700  -3.515495  -7.248532  0.419
H  -1.091164  -1.476365  -6.100615  0.418
H  -0.299784  -1.590116  -3.778944  0.449

Cartesian forces, eV/Å:
1.7 0.0 4.8
0.0 0.2 0.1
-0.2 -0.1 -0.3
0.0 0.0 0.1
0.0 0.1 0.0
0.0 0.0 -0.1
0.0 -0.1 0.0
-0.1 0.1 0.1
0.3 0.4 0.5
0.4 0.6 -1.7
0.3 -0.9 1.0
-1.7 1.0 -2.6
0.3 -0.2 0.4
-0.2 0.1 0.1
-0.1 0.0 -0.1
0.0 -0.1 0.0
-0.1 0.0 0.0
0.0 0.3 -0.1
0.3 -1.3 -1.4
0.0 -0.1 0.0
0.0 0.0 0.0
0.0 0.0 0.0
0.0 0.0 0.0
0.0 0.0 0.0
0.3 -0.2 0.0
0.0 0.0 0.0
0.0 0.0 0.0
0.0 0.0 0.0
0.1 0.0 0.1
-0.1 0.4 0.0
1.3 -1.2 0.8
-0.3 -0.1 -0.3
0.0 0.3 -0.3
-2.6 1.0 -1.2
1.0 -0.8 1.0
0.3 0.5 -0.6
0.7 -0.5 0.0
-0.5 -0.2 0.6
-0.2 0.4 -0.5
-1.3 -0.5 1.1
0.6 0.8 -1.2
-0.8 0.2 0.1
0.3 -0.1 -0.1
0.0 0.0 0.0
0.0 0.0 0.0
0.0 0.0 0.0
0.4 0.0 0.1
0.0 0.0 0.1
0.0 0.0 0.0
-0.1 0.0 0.1
0.0 -0.1 0.0
0.0 0.0 0.0
0.0 0.0 0.0
0.0 0.0 -0.1
0.0 0.0 0.0
0.0 0.0 0.0
0.0 0.0 0.0
0.0 0.0 0.0
0.0 0.1 0.0
0.0 0.0 0.0
-0.1 0.0 0.0
0.0 0.0 0.0
0.0 0.0 0.0
0.0 0.0 0.0
0.0 0.0 0.0
0.1 0.1 0.0
0.0 -0.1 -0.1
-0.2 0.0 0.0
0.0 -0.4 0.0
0.0 0.7 0.0
0.0 -0.2 -0.2
-0.1 -0.5 -0.2
0.0 0.2 0.3
0.0 -0.1 -0.1
0.1 -0.1 -0.3
0.0 0.0 0.1
0.0 0.0 0.0
0.0 0.0 0.0
0.0 0.0 0.0
0.0 0.0 0.1
0.0 -0.1 0.0
0.0 0.0 0.0
0.0 0.0 0.0
0.0 0.1 0.0
0.0 0.0 0.0
0.1 0.0 0.0
0.0 0.0 0.0
0.1 0.1 0.1
0.1 0.1 0.0
0.0 0.0 0.0
0.0 0.0 0.0
0.0 0.0 0.0
0.0 0.0 0.0
-0.1 0.0 0.1


(3)
One molecule with the formula FH3OP2, computed with wB97M-V/def2-TZVPD.

Orbital gap: 9.22 eV
Structure (SMILES): O[PH]#[PH]F
Energy above the lowest of the compared OMol25 structures with the same formula, charge and spin: 80.9 kJ/mol
HOMO: -9.12 eV

Each line ends with the Mulliken charge.
CARTESIAN COORDINATES (ANGSTROEM)
O  1.569762  -0.502064  -0.146969  -0.464
P  0.488385  0.753576  -0.061470  0.069
P  -1.163237  -0.616302  -0.184159  0.254
F  -2.240843  0.579689  -0.001493  -0.281
H  1.820954  -0.532360  0.721713  0.327
H  0.474190  1.087709  -1.512203  0.061
H  -0.949208  -0.770251  1.184584  0.034

Cartesian forces, eV/Å:
-0.7 0.2 -2.9
0.2 1.1 -2.1
-0.6 0.2 -0.2
-0.8 0.0 -0.1
1.8 -0.8 3.5
0.1 -0.2 1.2
0.0 -0.6 0.6


(4)
One molecule with the formula C4H2O2, computed with wB97M-V/def2-TZVPD.

Orbital gap: 9.28 eV
Structure (SMILES): C#CC(=O)C=O
Energy above the lowest of the compared OMol25 structures with the same formula, charge and spin: 34.2 kJ/mol
HOMO: -10.37 eV

Each line ends with the Mulliken charge.
CARTESIAN COORDINATES (ANGSTROEM)
C  2.017784  -0.284971  -0.230704  0.215
C  0.976546  0.307548  -0.116357  -0.159
C  -0.373406  0.810051  0.038974  0.113
O  -0.701425  1.972420  0.073076  -0.467
C  -1.382540  -0.353600  0.160088  -0.033
O  -1.003097  -1.492980  0.097517  -0.412
H  2.914141  -0.858555  -0.326424  0.375
H  -2.448002  -0.099913  0.303831  0.367

Cartesian forces, eV/Å:
-0.4 0.2 0.1
0.6 -0.2 -0.1
0.0 0.3 0.0
0.0 -0.6 0.0
0.0 -0.5 0.0
-0.3 0.4 0.0
-0.1 0.2 0.0
0.1 0.3 0.0


no.,largest force on an atom (eV/A)
1,5.15
2,5.09
3,3.99
4,0.67